Entry 1:
ORCA calculation (ωB97M-V with the def2-TZVPD basis set) on 11 unconnected molecules or ions with the total composition C34H88N6O11 in a non-equilibrium geometry.

```
139
Properties=species:S:1:pos:R:3:forces:R:3:lowdin_charge:R:1
C -2.44321 -2.12423 -1.75724 -0.9 0.7 0.2 -0.032
C -2.86807 -2.07374 -3.27260 1.0 -0.4 1.6 -0.474
C -3.17764 -0.58926 -3.56237 -0.4 -0.5 0.1 -0.008
C -1.67670 -2.57995 -4.12336 -0.9 1.7 0.1 -0.145
C -2.16463 -2.95032 -5.51162 0.3 -1.2 0.4 -0.170
C -3.17673 -4.11259 -5.38202 1.0 0.7 0.2 -0.135
C -4.43311 -3.71453 -4.57896 0.8 0.9 0.6 -0.495
C -5.25184 -2.78155 -5.47063 -1.1 -0.4 -0.8 -0.033
C -5.18334 -4.97555 -4.10311 -0.4 0.5 -0.1 -0.020
N -3.99804 -3.01132 -3.34671 0.7 -0.6 -0.2 -0.112
O -5.12714 -2.47900 -2.66323 0.0 -0.2 -0.2 -0.018
H -1.61730 -1.46719 -1.46975 0.0 0.2 -0.4 0.065
H -3.33656 -1.73303 -1.26537 0.3 0.2 0.4 0.049
H -2.23866 -3.07602 -1.26236 0.0 -0.4 -0.8 0.084
H -3.84512 -0.15589 -2.81718 0.1 -0.2 0.2 0.064
H -2.22245 -0.06978 -3.50432 -0.1 0.3 -0.3 0.074
H -3.70342 -0.46190 -4.50837 0.5 0.1 -0.2 0.070
H -0.99865 -1.72591 -4.21873 0.0 0.1 0.0 0.095
H -1.07681 -3.28559 -3.54874 -0.4 -0.7 -0.4 0.115
H -2.61153 -2.11514 -6.04974 0.1 0.2 0.2 0.109
H -1.26805 -3.27431 -6.04674 -0.3 -0.1 -0.5 0.111
H -2.59464 -4.89059 -4.88223 -0.4 -0.3 0.0 0.121
H -3.44106 -4.43195 -6.38966 -0.3 -0.3 0.1 0.114
H -6.28697 -2.65560 -5.14649 0.1 -0.1 0.3 0.079
H -5.32412 -3.23477 -6.46505 -0.1 0.0 0.0 0.085
H -4.86558 -1.77699 -5.62756 0.4 -0.1 0.3 0.065
H -6.25385 -4.77262 -4.02715 -0.1 -0.2 -0.6 0.076
H -4.95152 -5.26542 -3.07797 0.7 0.1 -0.1 0.080
H -4.92936 -5.80019 -4.76735 -0.5 -0.1 0.0 0.078
H -5.12877 -3.01401 -1.86217 -0.2 0.1 0.1 0.102
C 5.26252 -1.47199 -1.62157 1.7 1.3 1.2 -0.024
C 4.65572 -0.81110 -2.86491 -0.9 -0.2 0.6 -0.485
C 5.58100 0.14902 -3.62060 0.2 -0.7 -0.1 -0.034
C 4.27280 -1.94482 -3.84103 0.2 -0.2 0.6 -0.142
C 3.03249 -2.71322 -3.41235 -0.2 0.9 -0.8 -0.174
C 1.86683 -1.72582 -3.29440 0.0 -0.9 -0.1 -0.141
C 2.13078 -0.51862 -2.35727 -1.0 -2.1 1.0 -0.479
C 1.01756 0.50156 -2.63518 1.5 0.7 -0.5 -0.011
C 1.92499 -1.11484 -0.94637 0.6 1.3 1.1 -0.023
N 3.48124 0.00289 -2.46987 -0.9 -0.4 -2.5 -0.119
O 3.77001 1.11887 -1.69300 0.2 -0.4 0.5 -0.017
H 5.02973 -2.49608 -1.33840 -0.1 -0.2 -0.7 0.082
H 6.34947 -1.31480 -1.64370 0.1 -0.7 -0.3 0.087
H 5.08168 -0.91404 -0.69521 -0.5 0.2 -0.1 0.057
H 6.01623 0.91222 -2.98129 0.1 0.0 0.0 0.080
H 6.33658 -0.45304 -4.13362 0.4 0.2 0.3 0.085
H 5.00720 0.60762 -4.42535 -0.1 0.2 0.2 0.086
H 4.21874 -1.49806 -4.83591 -0.5 -0.3 -0.1 0.119
H 5.05808 -2.70658 -3.87675 0.5 0.5 0.0 0.121
H 2.87084 -3.51396 -4.13905 -0.4 0.2 -0.2 0.112
H 3.13705 -3.26291 -2.47484 0.4 0.3 0.2 0.106
H 1.08645 -2.34627 -2.84615 -0.4 0.5 0.1 0.098
H 1.45099 -1.39817 -4.25063 0.5 0.0 -0.2 0.114
H 1.18854 0.90530 -3.63830 0.0 0.0 0.0 0.093
H 1.17195 1.34104 -1.95442 -0.6 -0.1 0.0 0.047
H 0.01449 0.08185 -2.64147 0.0 -0.1 0.5 0.066
H 2.05604 -0.28422 -0.24213 -0.2 0.0 0.1 0.054
H 2.73429 -1.78177 -0.64451 -0.1 -0.4 -0.3 0.082
H 0.95763 -1.56098 -0.71782 -0.1 -0.1 -0.4 0.080
H 4.06739 0.77891 -0.82417 -0.1 0.2 0.1 0.067
N -0.81809 3.50581 5.70781 -0.6 0.8 1.0 0.162
C -0.48052 2.86256 4.56474 -0.3 -0.4 -0.9 -0.607
N -1.56183 2.55933 3.77419 0.1 1.8 1.7 0.165
O 0.68032 2.57675 4.27252 -0.2 0.3 0.5 -0.003
H -1.75694 3.81769 5.86445 -0.2 -0.3 -0.2 0.091
H -0.20837 3.81243 6.44249 0.7 -0.3 -0.5 0.106
H -1.56183 1.89581 3.01584 0.8 0.3 -0.2 -0.006
H -2.43327 2.97642 4.02708 -0.3 -0.1 0.2 0.086
N -3.73117 3.83766 1.08276 0.1 -1.3 -0.5 0.180
C -2.79319 3.41881 0.17567 0.6 1.4 -1.3 -0.625
N -1.77348 4.31136 0.08692 0.7 0.3 0.0 0.172
O -2.80095 2.47004 -0.61818 -0.7 -0.1 1.3 0.019
H -3.52539 4.67641 1.58017 -0.3 0.1 0.3 0.094
H -4.59080 3.33524 1.20827 0.0 0.0 0.1 0.106
H -1.76751 5.19718 0.55356 -0.1 0.0 0.2 0.100
H -1.06943 4.20135 -0.62175 -0.1 -0.3 0.0 0.099
C 5.29308 3.49084 3.56177 0.0 -1.3 0.1 -0.076
C 3.88169 3.96442 3.27936 0.4 1.5 -0.7 -0.303
O 3.00923 2.99756 2.75271 0.3 -0.9 0.0 -0.110
H 6.05197 4.27054 3.59367 -0.3 0.3 0.1 0.076
H 5.58879 2.83170 2.74022 0.0 0.0 0.0 0.059
H 5.37850 2.89295 4.47335 -0.1 0.1 0.0 0.076
H 4.03236 4.68294 2.45937 -0.3 0.3 0.3 0.098
H 3.44665 4.50651 4.12249 -0.1 -0.2 0.0 0.119
H 2.17243 2.92517 3.23533 0.1 0.1 0.4 0.036
C -4.22941 -0.25837 4.44749 0.7 0.1 -0.7 -0.072
C -2.92943 -1.05841 4.31050 -0.2 0.2 0.1 -0.267
O -1.75955 -0.27979 4.64128 -0.9 -0.2 -0.4 -0.108
H -4.45527 -0.08983 5.49740 -0.2 0.1 -0.1 0.074
H -5.04965 -0.74039 3.91455 -0.1 -0.3 0.3 0.070
H -4.10161 0.68521 3.90933 0.0 0.2 0.3 0.057
H -2.78109 -1.39034 3.28114 -0.3 -0.3 0.0 0.114
H -2.98706 -1.91571 4.97895 0.3 -0.1 -0.1 0.117
H -1.62518 0.21329 3.81778 0.3 0.2 0.4 0.042
C 1.87988 3.58917 -0.15740 -0.8 0.2 -1.0 -0.069
C 3.29792 3.99767 -0.56255 -0.6 -0.1 0.6 -0.302
O 3.34766 4.57745 -1.85940 -0.1 -0.1 -0.1 -0.066
H 1.19548 4.41520 -0.38279 0.2 0.2 -0.1 0.061
H 1.67680 3.33702 0.87832 0.6 -0.1 0.1 0.056
H 1.53928 2.76513 -0.79222 0.1 0.0 0.2 0.042
H 3.93484 3.11365 -0.52666 0.2 0.2 0.2 0.092
H 3.62525 4.77995 0.12223 0.3 -0.1 0.1 0.102
H 3.57514 3.88325 -2.48560 -0.1 -0.1 0.0 0.078
C 4.18050 -0.30421 3.52674 -0.3 0.4 -0.3 -0.084
C 5.06896 0.04205 2.31456 -0.3 -1.3 1.4 -0.297
O 4.26351 0.58659 1.29838 0.3 0.4 -0.7 -0.109
H 4.66290 -0.79276 4.37416 0.3 0.0 -0.2 0.077
H 3.40913 -0.97486 3.14229 0.0 -0.1 0.2 0.072
H 3.65679 0.57795 3.90105 0.1 0.1 0.0 0.063
H 5.43023 -0.93995 1.99597 0.1 0.3 -0.6 0.110
H 5.95366 0.62542 2.57980 -0.2 0.3 -0.1 0.100
H 3.91338 1.44593 1.58426 -0.1 0.0 0.3 0.060
C 0.99118 0.40314 2.25720 0.4 -0.1 -0.1 -0.052
C -0.16332 0.36031 1.28374 0.2 -1.2 0.4 -0.223
O -1.28288 1.01845 1.89612 -0.3 -0.4 -1.3 -0.117
H 1.01564 1.39837 2.69929 0.0 -0.5 0.2 0.050
H 1.98734 0.22257 1.85024 -0.3 0.1 -0.6 0.052
H 0.90843 -0.40124 2.98985 -0.4 0.4 0.4 0.072
H -0.53547 -0.66807 1.20972 0.5 0.0 -0.8 0.120
H 0.10697 0.79635 0.32081 -0.4 0.0 0.0 0.103
H -1.99373 1.09714 1.24604 0.0 -0.2 -0.2 0.090
C -6.68869 -0.01696 0.43819 0.0 0.6 1.9 -0.095
C -5.74701 0.64204 -0.51001 0.4 -0.8 -1.9 -0.343
O -4.38985 0.32331 -0.24098 -0.1 0.1 0.6 -0.114
H -6.54393 0.42774 1.43384 -0.2 0.0 0.0 0.065
H -6.49001 -1.07450 0.61140 0.1 -0.1 -0.5 0.077
H -7.73430 0.12565 0.16914 0.0 0.0 -0.2 0.077
H -5.84832 1.72047 -0.65958 -0.3 0.1 0.5 0.113
H -6.02201 0.19890 -1.48096 0.3 0.2 -0.2 0.103
H -3.83135 1.10497 -0.43310 -0.2 -0.2 -0.1 0.014
C 2.32193 -1.95789 6.46064 0.1 1.2 1.1 -0.091
C 1.36260 -1.00294 5.72551 0.3 -1.7 0.1 -0.307
O 0.34991 -1.86153 5.22397 -0.3 -0.3 -0.6 -0.115
H 2.96264 -1.40408 7.16072 0.1 0.3 -0.4 0.067
H 2.99695 -2.49185 5.79748 -0.3 -0.3 -0.1 0.064
H 1.78058 -2.58670 7.16776 -0.2 -0.5 -0.5 0.070
H 1.94544 -0.57145 4.90964 -0.3 0.6 0.1 0.065
H 0.91767 -0.28427 6.41565 0.2 0.3 -0.2 0.114
H -0.36621 -1.39469 4.74235 0.6 0.2 0.7 0.034
```
Positions in Å, forces in eV/Å.

Results
E_HOMO   -7.69 eV
Relative energy (zero: lowest compared OMol25 entry of this formula, charge and spin)   0.0 kcal/mol
HOMO-LUMO gap   7.7 eV


Entry 2:
ORCA calculation (ωB97M-V with the def2-TZVPD basis set) on 2 unconnected molecules or ions with the total composition C4H11NO2 in a non-equilibrium geometry.

```
18
Properties=species:S:1:pos:R:3:forces:R:3:nbo_charge:R:1
C -2.56453 -0.95210 -0.52300 0.8 1.3 0.2 -0.415
N -2.72558 0.32526 0.18999 -0.1 0.3 0.2 -0.619
C -1.68406 0.61932 1.16926 -0.9 -0.7 0.7 -0.211
C -0.31231 0.96007 0.55978 -0.4 -0.8 0.7 -0.541
C 0.76436 0.85440 1.59308 -0.4 0.8 0.1 0.436
O 1.15923 1.85142 2.14043 0.4 0.0 0.3 -0.522
H -1.80557 -0.86202 -1.30884 0.0 -0.3 -0.1 0.166
H -2.19112 -1.62766 0.24507 -0.3 -0.5 -0.3 0.194
H -3.49158 -1.26721 -0.98977 -0.1 -0.2 0.2 0.207
H -2.77988 1.13565 -0.41675 -0.3 -0.3 -0.3 0.350
H -2.06607 1.39703 1.83455 0.3 0.4 -0.3 0.207
H -1.66437 -0.23682 1.86125 0.4 -0.1 -0.3 0.186
H -0.35748 2.00618 0.27042 0.2 -0.1 -0.7 0.234
H -0.17022 0.19731 -0.20639 0.3 0.5 -0.4 0.218
H 1.13944 -0.12692 1.91639 0.0 -0.3 -0.2 0.112
O 5.99127 -1.45813 -3.04940 0.4 0.4 -0.4 -0.946
H 5.92262 -1.84518 -2.17386 0.3 0.1 0.1 0.472
H 6.83586 -0.97060 -3.11222 -0.7 -0.5 0.3 0.474
```
Positions in Å, forces in eV/Å.

Results
E_HOMO   -8.91 eV
Relative energy (zero: lowest compared OMol25 entry of this formula, charge and spin)   43.2 kcal/mol
HOMO-LUMO gap   9.8 eV


Q: Which formula does entry 2 have?
A: C4H11NO2


Q: Among the records above, which one has the lowest E_HOMO?
A: C4H11NO2